ORCA calculation (wB97M-V/def2-TZVPD) on a molecular structure, C24H60BCd2F4KN4O8S2.

```
106
C24H60BCd2F4KN4O8S2 | the OMol25 dataset | wB97M-V/def2-TZVPD
Cd -0.2346 0.6911 -1.4646
Cd -1.8717 -0.1542 2.5779
K 3.1703 -1.9081 -0.5748
S -0.0364 -1.4418 0.1948
S -1.4720 2.0477 1.2061
F 1.5666 1.5503 -1.9259
F 2.0317 1.3921 -4.1282
F 0.7599 -0.0549 -2.9412
F 2.8933 0.0012 -2.5877
O 0.5611 -2.7834 0.0570
O 0.9677 -0.4547 0.0290
O -0.9380 -1.0528 -0.8735
O -2.6376 1.2111 1.3327
O -0.7513 1.7689 -0.0122
O -1.6936 3.4673 1.5277
O -0.7473 -1.2352 1.4439
O -0.6427 1.4521 2.2364
N 2.2434 4.2140 4.1538
N -1.7867 1.4915 -2.7458
N -3.6294 -1.3009 2.5176
N 3.7596 -4.0081 -2.5795
C -3.6365 0.5753 -1.4304
C -4.7311 -2.8053 0.8541
C 1.8951 3.4293 6.4782
C 2.4739 4.5639 5.5750
C -2.0473 -3.2720 2.8604
C 5.7915 -4.7805 -1.3111
C -1.8498 0.3997 -3.6958
C -0.9114 3.8145 -2.5481
C -3.0824 1.8586 -2.1366
C -3.3522 -2.4565 3.3771
C -4.8470 -0.7790 3.2134
C 2.5026 2.5002 2.2108
C 4.8232 -4.6840 -4.8476
C 4.4282 -5.1651 -1.8808
C 4.4455 -3.5497 -3.8254
C 1.5269 -3.2812 -3.2946
C 2.7236 5.2954 3.2551
C 2.4114 -4.3994 -2.9167
C 2.6907 2.8902 3.7332
C -1.3493 2.7294 -3.4829
C -3.8359 -1.6330 1.0947
C 1.8642 6.6351 3.2863
C -5.3946 0.5321 2.6275
C -2.9952 0.5177 -4.7016
B 1.8613 0.7353 -2.9340
H 6.0420 -5.6151 -0.6563
H -5.5019 0.5799 1.5438
H -1.1074 -2.8246 3.1837
H 2.4829 2.5395 6.2525
H 2.2420 7.4950 2.7331
H -2.1242 3.1018 -4.1530
H 1.9883 3.6702 7.5371
H 4.5538 -6.0232 -2.5410
H -2.8940 -1.8535 0.5925
H 0.8971 3.0693 6.2282
H -5.0750 -2.7262 -0.1772
H 3.9371 -5.2613 -5.1115
H 3.7814 5.4982 3.4226
H 2.6814 1.4538 1.9637
H 3.3633 2.8669 1.6516
H -1.8297 -0.5582 -3.1761
H -0.2529 4.4836 -3.1020
H 2.1677 2.0784 4.2388
H -2.8075 2.6418 -1.4301
H -4.2199 -3.1046 3.5004
H -2.1850 -4.2952 3.2101
H -0.4952 2.5330 -4.1310
H -2.0069 -3.2362 1.7717
H 5.8442 -3.8535 -0.7402
H -3.6455 2.2250 -2.9950
H 0.8909 6.5831 2.7984
H -0.3057 3.5043 -1.6967
H 1.6826 2.8959 1.6115
H 1.9244 -2.6224 -4.0667
H 2.0318 5.4921 5.9371
H -3.9665 0.2285 -4.3004
H -5.6660 -1.4978 3.2396
H -0.9695 0.3821 -4.3384
H 1.0860 -2.7239 -2.4681
H -6.3684 0.7881 3.0448
H 2.4379 -5.1112 -3.7418
H -4.7814 1.3732 2.9508
H 1.6954 6.9782 4.3071
H -4.1297 -0.1331 -2.0960
H 3.7495 -5.2529 -1.0324
H 6.4582 -4.6650 -2.1657
H 2.6221 4.9965 2.2118
H -4.4934 0.7631 -0.7834
H -1.7333 4.2945 -2.0168
H 3.5368 4.6962 5.7771
H -2.9873 0.0002 -0.7702
H -5.6925 -2.9627 1.3431
H 3.7442 2.6439 3.8666
H 0.6961 -3.7633 -3.8098
H -4.6101 -0.6254 4.2662
H -4.2427 -3.7677 1.0071
H -2.9553 1.5408 -5.0756
H 3.9526 -2.7609 -4.3937
H -3.0662 -0.1657 -5.5478
H 5.3091 -4.2283 -5.7104
H 5.2737 -2.9634 -3.4272
H -3.2686 -2.2771 4.4490
H -4.2459 -0.8179 0.4983
H 5.5909 -5.3517 -4.4565
H 2.0466 -4.9191 -2.0308
```

HOMO: -0.28327 hartree
Maximum force: 6.35 eV/A
E: -3927.5682 Eh
Frontier orbital gap: 7.51 eV